(1)
# C3H5NO2

A single C3H5NO2 molecule in a non-equilibrium geometry (ωB97M-V/def2-TZVPD, the Open Molecules 2025 dataset).

Last column: natural (NBO) charge in e.
Positions of all 11 atoms, in Å:
N  1.04  -1.87  -1.38  -0.296
C  1.13  -1.30  -0.38  0.221
C  0.34  -0.37  0.48  -0.002
O  -0.63  -1.09  1.17  -0.668
C  -0.25  0.67  -0.50  -0.075
O  -0.91  1.70  0.19  -0.695
H  0.97  0.13  1.21  0.206
H  -1.28  -1.41  0.52  0.475
H  -1.01  0.19  -1.14  0.188
H  0.53  1.04  -1.18  0.180
H  -0.23  2.30  0.54  0.468

## Properties
* total energy: -8775.657 eV
* spin multiplicity: 1
* frontier orbital gap: 11.421 eV
* strongest force on any atom: 0.0387 Eh/bohr
* highest occupied orbital energy: -10.9 eV
* energy above the lowest of the compared OMol25 structures with the same formula, charge and spin: 46.99 kcal per mole

(2)
# C2H9OS

A molecular structure, C2H9OS in a non-equilibrium geometry (ωB97M-V/def2-TZVPD, the Open Molecules 2025 dataset).

Last column: natural (NBO) charge in e.
Positions of all 13 atoms, in Å:
O  -2.26  1.72  1.15  -0.962
H  -3.23  1.60  1.17  0.501
H  -1.81  -0.18  -5.22  0.007
H  -2.04  2.60  1.03  0.477
C  2.28  -1.29  0.44  -0.630
C  0.73  -0.77  0.61  -0.070
S  0.61  0.39  1.85  0.308
H  2.71  -1.26  -0.56  0.286
H  2.09  -2.33  0.47  0.262
H  2.83  -0.83  1.28  0.258
H  -1.73  -0.93  -5.01  -0.007
H  0.04  -0.78  -0.14  0.225
H  -0.22  2.07  2.92  0.345

## Properties
* total energy: -15088.294 eV
* spin multiplicity: 1
* frontier orbital gap: 6.862 eV
* strongest force on any atom: 0.1046 Eh/bohr
* highest occupied orbital energy: -15.1 eV
* energy above the lowest of the compared OMol25 structures with the same formula, charge and spin: 166.56 kcal per mole
* total charge: +1

(3)
# C34H27ClN4O4RuS2

A molecular structure, C34H27ClN4O4RuS2 in a non-equilibrium geometry (ωB97M-V/def2-TZVPD, the Open Molecules 2025 dataset).

Last column: Mulliken spin population.
Positions of all 73 atoms, in Å:
Ru  -0.63  -0.34  1.28  0.000
Cl  0.46  -6.13  5.59  0.000
C  0.11  -4.97  4.35  0.000
C  -0.10  -5.41  3.03  0.000
C  -0.35  -4.51  2.03  0.000
C  -0.39  -3.11  2.28  0.000
O  -0.58  -2.32  1.26  0.000
C  -0.23  -2.68  3.63  0.000
C  -0.30  -1.32  4.07  0.000
N  -0.55  -0.28  3.32  0.000
C  -0.52  1.04  3.85  0.000
C  -0.25  1.39  5.15  0.000
C  -0.20  2.75  5.54  0.000
C  -0.43  3.75  4.63  0.000
C  -0.75  3.42  3.29  0.000
C  -1.05  4.40  2.31  0.000
C  -1.44  4.01  1.06  0.000
C  -1.48  2.63  0.77  0.000
N  -1.12  1.69  1.63  0.000
C  -0.80  2.07  2.91  0.000
C  0.03  -3.64  4.64  0.000
H  -0.07  -6.46  2.81  0.000
H  -0.52  -4.84  1.01  0.000
H  -0.12  -1.16  5.13  0.000
H  -0.07  0.64  5.91  0.000
H  0.03  2.99  6.57  0.000
H  -0.37  4.79  4.93  0.000
H  -0.98  5.45  2.56  0.000
H  -1.70  4.72  0.30  0.000
H  -1.79  2.29  -0.21  0.000
H  0.15  -3.31  5.66  0.000
N  1.41  -0.32  1.43  0.000
C  2.18  0.35  0.40  -0.004
C  1.80  1.59  -0.08  -0.004
C  2.55  2.19  -1.08  0.006
C  3.66  1.56  -1.59  -0.013
C  4.06  0.33  -1.09  0.014
C  3.31  -0.28  -0.10  -0.004
S  4.58  2.30  -2.90  -0.126
O  3.82  3.45  -3.33  0.343
O  5.88  2.65  -2.36  0.409
O  4.69  1.29  -3.94  0.380
H  1.75  -1.27  1.55  0.000
H  1.54  0.18  2.31  0.000
H  0.92  2.07  0.30  0.000
H  2.26  3.15  -1.49  0.000
H  4.95  -0.15  -1.49  0.000
H  3.61  -1.25  0.28  0.000
N  -0.79  -0.57  -0.77  0.000
S  -1.43  0.26  -1.97  0.000
C  -2.73  -0.73  -2.67  0.000
C  -2.44  -1.91  -3.33  0.000
C  -3.48  -2.70  -3.78  0.000
C  -4.80  -2.30  -3.57  0.000
C  -5.08  -1.11  -2.91  0.000
C  -4.04  -0.32  -2.45  0.000
C  -0.25  0.26  -3.31  -0.002
C  -0.64  0.82  -4.52  0.000
C  0.31  0.95  -5.53  0.000
C  1.61  0.50  -5.32  0.000
C  1.97  -0.07  -4.12  -0.002
C  1.04  -0.18  -3.09  0.005
H  -0.63  -1.54  -1.03  0.000
H  -1.41  -2.22  -3.49  0.000
H  -3.28  -3.62  -4.30  0.000
H  -5.61  -2.91  -3.93  0.000
H  -6.10  -0.80  -2.75  0.000
H  -4.24  0.61  -1.92  0.000
H  -1.65  1.16  -4.68  0.000
H  0.03  1.40  -6.47  0.000
H  2.35  0.61  -6.10  0.000
H  2.99  -0.40  -3.96  -0.001
H  1.32  -0.59  -2.13  0.000

## Properties
* total energy: -86614.235 eV
* spin multiplicity: 2
* frontier orbital gap (alpha / beta): 6.329 / 3.192 eV
* strongest force on any atom: 0.0368 Eh/bohr
* highest occupied orbital energy (alpha / beta): -9.8 / -9.8 eV
* energy above the lowest of the compared OMol25 structures with the same formula, charge and spin: 9.45 kcal per mole
* expectation value of S²: 0.766
* total charge: +1

Repeat the first record exactly.
# C3H5NO2

A single C3H5NO2 molecule in a non-equilibrium geometry (ωB97M-V/def2-TZVPD, the Open Molecules 2025 dataset).

Last column: natural (NBO) charge in e.
Positions of all 11 atoms, in Å:
N  1.04  -1.87  -1.38  -0.296
C  1.13  -1.30  -0.38  0.221
C  0.34  -0.37  0.48  -0.002
O  -0.63  -1.09  1.17  -0.668
C  -0.25  0.67  -0.50  -0.075
O  -0.91  1.70  0.19  -0.695
H  0.97  0.13  1.21  0.206
H  -1.28  -1.41  0.52  0.475
H  -1.01  0.19  -1.14  0.188
H  0.53  1.04  -1.18  0.180
H  -0.23  2.30  0.54  0.468

## Properties
* total energy: -8775.657 eV
* spin multiplicity: 1
* frontier orbital gap: 11.421 eV
* strongest force on any atom: 0.0387 Eh/bohr
* highest occupied orbital energy: -10.9 eV
* energy above the lowest of the compared OMol25 structures with the same formula, charge and spin: 46.99 kcal per mole

Q: The lowest strongest force on any atom belongs to which entry?
A: C34H27ClN4O4RuS2